Entry 1:
Density functional theory data (wB97M-V/def2-TZVPD) for a cluster of 3 separate species, C13H21F12O4PS in total.

The geometry in ORCA input format:
```
! wB97M-V def2-TZVPD RIJCOSX def2/J DEFGRID3
* xyz 0 1
F -3.85214 4.01536 -3.96396
C -4.39112 2.79900 -4.18639
F -5.70240 2.97656 -4.43157
F -4.29173 2.12493 -3.02213
P -3.54912 2.02389 -5.66887
C -2.22409 1.05945 -4.79796
C -2.27197 -0.44468 -5.11730
C -1.67103 -1.33680 -4.03988
F -1.54801 -2.60034 -4.55589
F -0.41182 -0.92208 -3.75036
C -2.59458 -1.49475 -2.74460
F -3.75048 -0.85555 -3.00240
F -2.87436 -2.78392 -2.57344
S -1.93475 -0.85101 -1.06550
F -0.59892 -1.67286 -1.30921
F -2.55195 -2.08934 -0.28611
F -3.26357 -0.03056 -0.77337
F -1.32491 0.43102 -1.78862
F -1.33023 -0.32056 0.29738
H -4.48237 0.99050 -5.87830
H -1.26837 1.46659 -5.13186
H -2.33617 1.25462 -3.73459
H -1.64159 -0.64483 -5.99141
H -3.27158 -0.79957 -5.36770
C 1.83041 -2.21343 0.43862
C 2.76261 -2.94968 1.37452
O 4.11947 -2.94964 0.91048
C 4.97502 -1.93352 1.13502
C 4.45506 -0.63895 1.71099
O 6.12698 -2.07825 0.82506
H 2.08143 -1.15433 0.38068
H 0.80435 -2.30058 0.78883
H 1.90007 -2.63263 -0.56602
H 2.69708 -2.56388 2.39176
H 2.49755 -4.00561 1.41147
H 4.26629 0.04629 0.88432
H 5.23584 -0.21389 2.33738
H 3.54699 -0.73157 2.29945
C 1.89217 2.48444 6.13046
C 2.00687 2.59935 4.62540
O 2.13576 1.31962 3.99459
C 1.08029 0.54784 3.67960
C -0.30055 0.92147 4.16090
O 1.27983 -0.45698 3.05009
H 0.99153 1.94655 6.42714
H 1.86184 3.47621 6.58183
H 2.74988 1.94494 6.53147
H 1.17880 3.15875 4.18852
H 2.92159 3.12523 4.35802
H -0.50242 0.36818 5.07759
H -1.01551 0.60748 3.40449
H -0.44200 1.98157 4.35138
*
```

## Properties
Kohn-Sham gap = 9.88 eV
SMILES = FC(F)(F)PCCC(F)(F)C(F)(F)S(F)(F)(F)(F)F.CCOC(C)=O.CCOC(C)=O
highest occupied orbital energy = -9.635 eV

Atomic partial charges in e from the Löwdin method, atoms 1 to 8: 0.068 -0.817 0.074 0.073 1.042 -0.382 -0.148 -0.436



Entry 2:
Density functional theory data (wB97M-V/def2-TZVPD) for a structure of composition C13H21GaI2NO3S2Sm.

The geometry in ORCA input format:
```
! wB97M-V def2-TZVPD RIJCOSX def2/J DEFGRID3
* xyz 4 6
I 1.09477 -0.06404 4.06448
I 3.13182 1.49660 2.99956
Sm 1.48255 1.06784 -0.77824
Ga -0.69701 -0.58808 0.09610
S -0.19215 1.65984 1.01245
S 1.59691 -1.08899 0.52248
C -2.68177 -0.11804 0.01335
C -1.20270 3.06743 0.52930
C 2.42721 -2.38136 -0.42154
C -0.32144 4.29652 0.71593
C -1.85094 3.01484 -0.84479
C -2.20155 2.89677 1.66932
C 3.92038 -2.06894 -0.39643
C 1.90845 -2.62655 -1.83118
C 2.05915 -3.49601 0.55267
C 1.35868 3.04987 -2.12559
C 3.01268 0.56770 -2.56199
O -3.78815 0.13409 -0.01056
O 1.29559 4.04319 -2.69862
O 3.79299 0.28961 -3.35817
H 0.43299 4.39538 -0.07348
H 0.18414 4.26459 1.68750
H -0.98296 5.16649 0.67981
H -1.11768 3.10828 -1.66287
H -2.52654 3.88673 -0.88644
H -2.44420 2.09991 -0.98183
H -2.77784 1.97768 1.55204
H -2.86236 3.74987 1.63446
H -1.67277 2.87159 2.62696
H 4.43829 -2.97015 -0.74256
H 4.24798 -1.83149 0.62203
H 4.18594 -1.23594 -1.05947
H 2.41785 -3.53742 -2.18798
H 2.15158 -1.80474 -2.52421
H 0.82355 -2.80344 -1.84505
H 2.55885 -4.39158 0.21546
H 0.98030 -3.66212 0.57395
H 2.39703 -3.23951 1.56042
C -4.50131 -3.45843 0.65613
C -3.37230 -2.63117 0.50203
N -2.36213 -2.08175 0.41476
H -5.26619 -2.94581 1.19839
H -4.20323 -4.33541 1.19690
H -4.87449 -3.74386 -0.30550
*
```

## Properties
Kohn-Sham gap (spin up / spin down) = 4.13 / 4.28 eV
highest occupied orbital energy (spin up / spin down) = -20.323 / -20.334 eV

Atomic partial charges in e from the Löwdin method, atoms 1 to 8: 0.302 0.312 1.034 0.441 0.555 0.585 -0.112 -0.874



Entry 3:
Density functional theory data (wB97M-V/def2-TZVPD) for a cluster of 6 separate species, C13H21N5O in total.

The geometry in ORCA input format:
```
! wB97M-V def2-TZVPD RIJCOSX def2/J DEFGRID3
* xyz 0 1
C -5.76602 2.03530 -1.63428
C -4.40624 2.60954 -1.32471
C -3.57464 1.87580 -0.29937
O -4.00392 3.59189 -1.89443
H -5.77284 1.69884 -2.67335
H -6.55935 2.77009 -1.50960
H -6.00221 1.14796 -1.04609
H -3.11587 0.98981 -0.73742
H -4.23814 1.57010 0.51436
H -2.81495 2.53022 0.12409
C 5.80058 -3.34963 -1.36357
C 4.76440 -2.33475 -1.19777
N 3.94387 -1.54606 -1.06777
H 5.32979 -4.30889 -1.56908
H 6.35355 -3.45102 -0.42971
H 6.47851 -3.06416 -2.16167
C -2.45973 -0.86778 -3.83864
C -3.91485 -0.77012 -3.76186
N -5.05460 -0.69337 -3.69497
H -2.11219 -0.21957 -4.64145
H -2.16850 -1.89611 -4.03364
H -2.01846 -0.53415 -2.90065
C 1.36512 0.26019 0.54557
C 0.27724 0.04998 -0.39729
N -0.61471 -0.11415 -1.10027
H 0.98996 0.05480 1.54756
H 1.71275 1.28779 0.49931
H 2.20330 -0.41375 0.38184
C -0.17427 3.02190 3.90253
C 1.07855 2.31754 3.61345
N 2.04225 1.74787 3.36306
H 0.02432 4.05921 4.14892
H -0.71442 2.47914 4.67198
H -0.76578 2.99565 2.98362
C 3.92949 -2.34776 2.39458
C 4.03263 -3.02778 3.68538
N 4.15837 -3.58281 4.68124
H 4.00726 -1.27291 2.54024
H 2.99914 -2.58123 1.88393
H 4.76060 -2.71762 1.79592
*
```

## Properties
Kohn-Sham gap = 9.51 eV
SMILES = CC(C)=O.CC#N.CC#N.CC#N.CC#N.CC#N
highest occupied orbital energy = -9.274 eV

Atomic partial charges in e from the Löwdin method, atoms 1 to 8: -0.035 -0.506 -0.028 0.064 0.064 0.084 0.073 0.060



Entry 4:
Density functional theory data (wB97M-V/def2-TZVPD) for a cluster of 2 separate species, C13H21NO6S in total.

The geometry in ORCA input format:
```
! wB97M-V def2-TZVPD RIJCOSX def2/J DEFGRID3
* xyz 0 1
C 0.09984 -0.20741 1.65560
O 0.27481 0.54369 0.42996
C -0.71413 0.04895 -0.47738
C -0.55407 0.57645 -1.95896
N 0.44463 1.64874 -2.11751
O 0.29333 2.06509 -3.46580
C 1.18766 3.12785 -3.68677
O 2.32402 2.87305 -3.97845
C 0.64418 4.56673 -3.56154
C 1.49056 5.65972 -4.04687
C 1.07745 7.05570 -3.95185
C -0.21484 7.36070 -3.33625
C -1.08889 6.27647 -2.86531
C -0.67120 4.87333 -2.97248
H 0.85624 -1.04558 1.72193
H 0.27176 0.43527 2.56036
H -0.90480 -0.69955 1.72493
H -0.62728 -1.07222 -0.50838
H -1.75626 0.30614 -0.12812
H -1.54965 0.95194 -2.30799
H -0.27792 -0.30529 -2.60247
H 1.38363 1.22824 -2.07283
H 2.49397 5.47561 -4.50867
H 1.73063 7.87210 -4.33451
H -0.58384 8.40522 -3.19953
H -2.09133 6.45605 -2.41120
H -1.29258 4.01479 -2.63802
C -0.39548 -6.05634 5.60257
C 0.75097 -5.70252 4.67401
O 0.33756 -5.67670 3.30191
S -0.50360 -4.41044 2.78336
C -0.37744 -4.75736 1.05546
O 0.23170 -3.21342 3.07298
O -1.87063 -4.56862 3.17992
H -1.15141 -5.27004 5.61275
H -0.03486 -6.19091 6.62373
H -0.88755 -6.97383 5.27462
H 1.20686 -4.74958 4.95490
H 1.52585 -6.46593 4.75271
H 0.66524 -4.67888 0.75487
H -0.97918 -4.02002 0.52579
H -0.76393 -5.75722 0.86859
*
```

## Properties
Kohn-Sham gap = 9.17 eV
SMILES = COCCNOC(=O)c1ccccc1.CCOS(C)(=O)=O
highest occupied orbital energy = -9.054 eV

Atomic partial charges in e from the Löwdin method, atoms 1 to 8: -0.111 -0.197 -0.222 -0.156 -0.023 -0.091 -0.400 0.135



Entry 5:
Density functional theory data (wB97M-V/def2-TZVPD) for a structure of composition C13H22BiIN4O2.

The geometry in ORCA input format:
```
! wB97M-V def2-TZVPD RIJCOSX def2/J DEFGRID3
* xyz -2 1
C -1.53234 2.87212 -2.05464
I -0.73511 -0.40792 -3.20468
H -1.34577 2.73112 -3.14692
H -0.63456 3.46685 -1.77201
H -2.59174 3.23301 -1.96470
C -3.45595 -2.70774 1.01167
C -3.18819 -3.39274 -0.11281
N -2.17324 -2.70715 -0.76151
C -1.79792 -1.59288 -0.07019
N -2.61811 -1.59350 1.01956
H -4.14994 -2.93318 1.79000
H -3.60379 -4.29088 -0.53543
C 3.64834 2.55277 0.72609
C 1.94311 1.34930 -0.17614
N 2.43905 1.91103 0.96998
H 4.72146 2.78966 -1.19375
N 2.86988 1.66785 -1.12577
H 4.22019 3.03852 1.49435
Bi 0.07172 -0.12173 -0.41624
C -1.50825 2.02676 -0.96659
O -1.90793 2.15029 0.16329
C 3.91204 2.41983 -0.58096
C 2.83304 1.27988 -2.52166
H 3.15150 0.23889 -2.67075
H 3.52636 1.92144 -3.07106
H 1.83129 1.38846 -2.94891
C 1.87437 1.83014 2.30041
H 2.41056 2.54242 2.94027
H 1.98832 0.82052 2.72252
H 0.80413 2.08176 2.31723
C -2.58960 -0.65455 2.13034
H -3.51734 -0.75989 2.71017
H -2.50430 0.37569 1.76421
H -1.72762 -0.86041 2.78215
C -1.56858 -3.19825 -1.96274
H -1.26051 -2.33143 -2.60096
H -2.31136 -3.75608 -2.53374
H -0.67822 -3.81274 -1.77204
C 1.06374 -1.97917 2.25999
O 0.49079 -0.80624 1.77556
H 0.58369 -2.90221 1.85441
H 0.85215 -1.88313 3.33927
H 2.16469 -1.99649 2.09275
*
```

## Properties
Kohn-Sham gap (spin up / spin down) = 2.19 / 2.17 eV
highest occupied orbital energy (spin up / spin down) = 2.669 / 2.691 eV

Atomic partial charges in e from the Löwdin method, atoms 1 to 8: -0.291 -0.023 0.041 0.074 0.061 -0.096 -0.103 -0.156